# 1
{"formula": "C60H49Cl5InN4O2S3Si", "method": "ωB97M-V with the def2-TZVPD basis set", "species": ["In", "N", "S", "N", "S", "N", "S", "N", "C", "C", "C", "C", "C", "C", "C", "C", "C", "C", "C", "C", "C", "C", "C", "C", "C", "C", "C", "C", "C", "C", "C", "C", "C", "C", "C", "C", "C", "C", "C", "C", "C", "C", "C", "C", "H", "H", "H", "H", "H", "H", "H", "H", "H", "H", "H", "H", "H", "H", "H", "H", "H", "H", "H", "H", "H", "H", "H", "H", "H", "H", "H", "H", "H", "H", "O", "H", "H", "O", "H", "H", "C", "C", "C", "C", "C", "C", "Si", "C", "C", "C", "C", "C", "C", "C", "C", "C", "C", "C", "C", "H", "H", "H", "H", "H", "H", "H", "H", "H", "H", "H", "H", "H", "H", "H", "Cl", "C", "C", "C", "Cl", "C", "Cl", "C", "Cl", "C", "Cl"], "positions_angstrom": [[13.7738, 13.4063, 14.7772], [14.0589, 13.7832, 12.6675], [13.6792, 13.4531, 11.3179], [12.2537, 12.7455, 11.1340], [10.8026, 13.1780, 11.4524], [10.1955, 13.7911, 12.7412], [10.4511, 13.1606, 14.2570], [11.7867, 12.7892, 14.6603], [9.6275, 14.4333, 15.1640], [8.4088, 14.9928, 14.7917], [7.7795, 15.8447, 15.6767], [8.3771, 16.2642, 16.8802], [9.6246, 15.7283, 17.1755], [10.2304, 14.8132, 16.3632], [9.3308, 11.7249, 14.2282], [8.1188, 11.7003, 13.5573], [7.3890, 10.5129, 13.5538], [7.8142, 9.4031, 14.2694], [9.0202, 9.5032, 14.9565], [9.7484, 10.6424, 14.9580], [9.9756, 11.6427, 11.0907], [8.6775, 11.6866, 10.5620], [8.0941, 10.4820, 10.3218], [8.6995, 9.3004, 10.7199], [9.9257, 9.2609, 11.3840], [10.5999, 10.4796, 11.5297], [10.4156, 14.3908, 10.3089], [10.3045, 14.0299, 8.9714], [9.9352, 14.9776, 8.0649], [9.7305, 16.2974, 8.4905], [9.8494, 16.6706, 9.8225], [10.1174, 15.6801, 10.7590], [13.7385, 14.8339, 10.1713], [13.4750, 14.6708, 8.8104], [13.3615, 15.7856, 7.9736], [13.5068, 17.0641, 8.5645], [13.8591, 17.2074, 9.9099], [13.9328, 16.0818, 10.7369], [14.6860, 12.2647, 10.3519], [16.0222, 12.5629, 10.1738], [16.8556, 11.6502, 9.4878], [16.3703, 10.4430, 9.0783], [15.0060, 10.1663, 9.2782], [14.1676, 11.0350, 9.9474], [7.9746, 14.8592, 13.8113], [6.8033, 16.1890, 15.3948], [7.8769, 16.9175, 17.5783], [10.1786, 16.0551, 18.0663], [11.2321, 14.3946, 16.5829], [7.8287, 12.5819, 12.9878], [6.4395, 10.3930, 13.0595], [7.2221, 8.4892, 14.2789], [9.4746, 8.6535, 15.4242], [10.7464, 10.5674, 15.4216], [8.2618, 12.6724, 10.2598], [7.1522, 10.4390, 9.8120], [8.2217, 8.3268, 10.5364], [10.4001, 8.3577, 11.7628], [11.6123, 10.5562, 11.9623], [10.5639, 13.0122, 8.6574], [9.7923, 14.8545, 7.0210], [9.4387, 17.0512, 7.7770], [9.7512, 17.7092, 10.0989], [10.0970, 15.8983, 11.8054], [13.3657, 13.6605, 8.4399], [13.1882, 15.7315, 6.9292], [13.4352, 18.0079, 8.0810], [14.0581, 18.1581, 10.3716], [14.2076, 16.1512, 11.7881], [16.4767, 13.4900, 10.5098], [17.9177, 11.9094, 9.3573], [17.0535, 9.8098, 8.5373], [14.5844, 9.2771, 8.8513], [13.1393, 10.8393, 10.0708], [18.4919, 12.9800, 20.1605], [18.6037, 13.6335, 20.8563], [18.8090, 12.1688, 20.6299], [16.7698, 13.0269, 17.3936], [16.1212, 13.1414, 18.0814], [17.5540, 13.0863, 17.9433], [18.0564, 17.4887, 14.1024], [18.0787, 16.2863, 14.8054], [16.8916, 15.6868, 15.1980], [15.6722, 16.3963, 15.1292], [15.6769, 17.6714, 14.5192], [16.8424, 18.1749, 13.9711], [14.1668, 15.6374, 15.9827], [14.4960, 15.5806, 17.8125], [13.5836, 15.1054, 18.7676], [13.7688, 15.2001, 20.1457], [14.9264, 15.7112, 20.6465], [15.9251, 16.1557, 19.7545], [15.7085, 16.0935, 18.3820], [12.7536, 16.8327, 15.6374], [12.1654, 16.9487, 14.3747], [11.1205, 17.8933, 14.1029], [10.5927, 18.6142, 15.1651], [11.2020, 18.5514, 16.4072], [12.2427, 17.6376, 16.6550], [18.9746, 17.9389, 13.7547], [19.0483, 15.8082, 14.9178], [16.8536, 14.7228, 15.6744], [14.7292, 18.2211, 14.5906], [16.8712, 19.0794, 13.4001], [12.6134, 14.7223, 18.4108], [12.9986, 14.8318, 20.8270], [15.0587, 15.7963, 21.7350], [16.8247, 16.5458, 20.1573], [16.4928, 16.5299, 17.7505], [12.5593, 16.3398, 13.5422], [10.7668, 18.0375, 13.1217], [9.8087, 19.3112, 14.9758], [10.7768, 19.2139, 17.1630], [12.6257, 17.5799, 17.6795], [13.0112, 12.0834, 17.7174], [13.6328, 10.9309, 16.5509], [14.2510, 11.3644, 15.3692], [14.8264, 10.4368, 14.5349], [15.7060, 10.9534, 13.1467], [14.6606, 9.0715, 14.7361], [15.3016, 7.8961, 13.6246], [14.0095, 8.6660, 15.8661], [13.7977, 7.0036, 16.2137], [13.5319, 9.6043, 16.8145], [12.5248, 9.0104, 18.0823]], "atomic_forces_ev_per_a": [[1.03, 0.45, 0.35], [0.53, 0.56, 0.55], [0.78, -0.30, -0.73], [-0.67, -0.48, -0.03], [0.52, -0.84, 0.29], [0.61, -0.09, 0.32], [-0.83, -0.24, -1.23], [-0.70, -0.31, 0.13], [-0.17, 0.22, 0.55], [0.34, 0.01, 0.05], [0.00, 0.55, 0.58], [0.04, -1.21, -0.86], [0.14, 1.00, 1.28], [1.02, -1.14, -1.03], [0.00, 1.02, 0.55], [0.09, 0.11, -0.28], [-0.41, -0.08, 0.46], [0.44, 0.32, 0.18], [-0.86, -1.50, -0.18], [2.00, 0.13, 0.22], [-0.30, 0.34, 0.05], [1.42, 1.36, -0.21], [-0.58, -0.67, -0.29], [0.27, -1.49, 0.39], [0.14, 1.13, -0.22], [0.34, 0.04, 0.07], [-1.46, 1.08, -0.47], [0.69, -1.02, -0.05], [-0.39, 1.85, 0.25], [-0.05, -0.06, 0.31], [0.17, -0.57, -0.41], [0.24, -0.05, -0.52], [-0.53, 0.37, 0.19], [0.01, 0.21, -0.19], [0.33, 0.94, 1.90], [0.63, -0.67, 1.11], [-0.35, -1.16, 0.20], [0.35, 0.14, -0.22], [-0.30, -0.09, 0.86], [0.68, -0.12, -0.59], [0.40, 1.32, 1.13], [-0.86, 0.10, -0.28], [0.50, -0.30, -0.28], [1.16, 0.76, -0.50], [-0.05, -0.40, 0.03], [-0.29, 0.36, 0.01], [-0.04, 0.14, -0.11], [-0.42, -0.15, -0.33], [-0.78, 0.24, 0.05], [-0.22, -0.31, 0.15], [-0.11, 0.47, -0.36], [0.20, 0.21, -0.04], [-0.17, -0.45, 0.39], [-0.55, 0.63, -0.15], [0.06, -0.97, 0.25], [-0.38, -0.04, -0.11], [-0.02, 0.64, -0.01], [-0.33, 0.07, -0.25], [-0.67, -0.20, -0.18], [-0.23, 0.35, 0.13], [0.08, -0.83, -0.71], [0.08, 0.04, -0.23], [-0.21, -0.01, 0.20], [0.19, 0.05, 0.43], [-0.03, -0.01, -0.25], [-0.23, -0.36, -0.73], [-0.19, 0.26, -1.12], [-0.07, 0.37, -0.21], [-0.13, 0.04, -0.12], [-0.30, 0.03, 0.10], [-0.63, -0.14, 0.00], [-0.25, -0.49, -0.04], [-0.07, -0.44, 0.05], [-0.94, -0.37, 0.14], [0.49, -1.13, 0.85], [-0.11, 0.38, -0.11], [-0.44, 0.76, -0.86], [0.22, -0.05, -0.10], [-0.93, 0.08, 0.22], [0.68, -0.07, -0.05], [-0.87, 0.08, 0.75], [0.41, -0.14, -0.88], [-0.69, 0.73, 0.30], [0.70, 0.23, -0.20], [-0.70, -0.83, 0.83], [0.71, -0.33, -0.29], [0.37, 0.16, -0.87], [1.04, 0.26, 1.88], [-0.89, 0.18, -0.84], [-0.83, -0.67, -0.25], [1.29, 0.62, 0.35], [-1.51, -0.70, 0.02], [-0.18, 0.30, -0.41], [-0.62, -0.13, 0.19], [-0.60, 0.91, -0.94], [1.57, -1.65, 1.75], [1.07, 0.00, -0.54], [-0.19, -0.42, 0.25], [-0.59, 0.99, 0.41], [0.02, -0.04, -0.14], [-0.25, -0.21, 0.17], [0.40, -0.37, 0.13], [0.55, 0.10, -0.51], [-0.27, 0.59, -0.02], [0.44, 0.08, 0.21], [0.15, 0.14, -0.28], [0.07, -0.05, -0.58], [0.75, 0.38, 0.12], [-0.41, -0.37, 0.05], [-0.23, 0.28, 0.36], [-0.47, -0.02, -1.07], [-0.52, 0.40, 0.02], [0.41, -0.37, 0.17], [0.08, -0.01, -0.43], [0.14, -0.23, -0.47], [0.54, 0.86, -0.58], [0.14, 0.66, 0.47], [-0.34, 0.05, -0.07], [0.19, 0.14, -0.19], [0.68, -0.41, -0.42], [-0.19, 0.35, 0.24], [-0.37, -0.08, 1.22], [0.02, -0.37, -0.16], [-0.78, -1.61, -0.44], [0.16, 0.15, 0.37]], "homo_ev": -9.772, "orbital_gap_ev": 7.2609, "relative_energy_ev": 0.668, "multiplicity": 1, "total_charge": 1}


# 2
{"formula": "C3H3HgO2", "method": "ωB97M-V with the def2-TZVPD basis set", "species": ["C", "C", "H", "H", "H", "O", "C", "O", "Hg"], "positions_angstrom": [[1.0338, 1.1886, -0.2275], [2.1062, 0.4999, -0.6876], [2.6852, 0.8638, -1.5377], [0.9052, 2.2662, -0.3270], [2.4311, -0.4140, -0.1873], [-1.1544, 0.6774, 0.6465], [-0.1770, 0.3770, -0.1125], [-0.0375, -0.8723, -0.4178], [-1.7897, -1.1417, 0.3527]], "atomic_forces_ev_per_a": [[-1.10, 0.01, -1.76], [0.49, 0.54, -0.06], [0.75, 0.52, 0.99], [-0.02, -0.27, -0.49], [-0.67, -0.40, -0.92], [0.34, 4.27, -0.49], [4.35, 0.68, 3.50], [2.86, 0.79, -2.50], [-7.01, -6.12, 1.74]], "homo_ev": -13.983, "orbital_gap_ev": 6.4032, "relative_energy_ev": 2.312, "multiplicity": 1, "total_charge": 1}


# 3
{"formula": "C5H9NO", "method": "ωB97M-V with the def2-TZVPD basis set", "species": ["C", "C", "C", "C", "N", "C", "O", "H", "H", "H", "H", "H", "H", "H", "H", "H"], "positions_angstrom": [[-0.0800, -0.9322, -1.3489], [-1.0251, 0.3523, -2.1662], [0.0542, 1.0197, 1.9928], [0.3491, -0.4586, -0.0476], [1.3040, -1.2910, 0.5501], [-0.1212, 0.6670, 0.5459], [-1.4062, -0.8907, -1.7493], [0.4742, -1.7362, -1.8307], [1.6916, -0.9826, 1.4279], [1.1140, -2.2818, 0.5286], [-1.6393, 1.1788, -1.8322], [-0.5239, 0.5005, -3.1120], [-0.4886, 1.4693, -0.0739], [0.1255, 0.1313, 2.6245], [0.9544, 1.6263, 2.1539], [-0.7828, 1.6279, 2.3369]], "atomic_forces_ev_per_a": [[-0.91, 2.77, -1.15], [1.99, -1.34, 0.22], [0.30, -0.02, -0.10], [-0.33, 0.37, 1.23], [-0.10, -0.17, 0.06], [0.67, -0.19, -0.10], [-1.38, -1.18, -0.16], [0.26, 0.42, -0.22], [-0.14, 0.01, -0.04], [0.02, 0.02, 0.05], [0.38, 0.06, 0.56], [-0.39, -0.45, -0.45], [-0.28, -0.20, -0.07], [-0.04, 0.06, 0.05], [-0.01, -0.06, 0.07], [-0.04, -0.09, 0.04]], "smiles": "C/C=C(\\N)[C@@H]1CO1", "homo_ev": -7.647, "orbital_gap_ev": 8.6089, "relative_energy_ev": 4.224, "multiplicity": 1, "total_charge": 0}


# 4
{"formula": "C3H6Cl2O2S", "method": "ωB97M-V with the def2-TZVPD basis set", "species": ["C", "C", "C", "O", "O", "S", "Cl", "Cl", "H", "H", "H", "H", "H", "H"], "positions_angstrom": [[0.9284, -0.0573, 1.3123], [0.7474, -0.2385, -1.2737], [0.6213, 0.5001, 0.0196], [-2.3982, 0.6811, 1.2001], [-2.4125, 0.6048, -1.3693], [-1.8579, 0.2963, -0.0755], [0.7858, 2.1930, -0.0042], [-1.9551, -1.9306, -0.0226], [1.4314, 0.6012, 2.0789], [1.7076, -0.9425, 1.1400], [0.0258, -0.5572, 1.7556], [0.1275, 0.1618, -2.1111], [0.4750, -1.3115, -0.8999], [1.7735, -0.0007, -1.7500]], "atomic_forces_ev_per_a": [[1.99, -3.17, 1.93], [0.81, -0.54, -0.01], [-2.06, 1.18, -1.50], [-0.49, 0.29, -0.55], [-0.20, 0.33, 0.76], [1.98, -0.92, 0.17], [0.06, 0.70, -0.42], [0.05, 0.48, 0.08], [-0.96, -0.37, -1.11], [-1.63, 1.61, 0.31], [0.78, 0.41, -0.25], [-0.25, -0.46, 1.09], [0.89, 1.58, -1.73], [-0.97, -1.13, 1.24]], "homo_ev": [-9.473, -9.472], "orbital_gap_ev": [7.8298, 7.8283], "relative_energy_ev": 0.494, "multiplicity": 1, "total_charge": 0}